{"formula": "C6H12N2", "method": "wB97M-V/def2-TZVPD", "s_squared": 0.7503, "total_charge": -1, "max_force_ev_per_a": 7.81, "homo_energy_ha": [0.047, -0.163], "spin_multiplicity": 2, "e_lumo_ev": [3.50, 3.43], "de_lowest_kcal_mol": 43.71, "mol_weight_da": 112.18, "e_tot_ha": -345.21052, "gap_ev": [2.23, 7.88], "symbols": ["C", "C", "C", "C", "N", "N", "H", "H", "H", "H", "H", "H", "C", "C", "H", "H", "H", "H", "H", "H"], "coordinates": [[-0.68542, -0.59609, 1.39586], [0.44619, 2.58999, 2.46040], [-0.03220, 0.48333, 2.17398], [1.33891, 0.55345, 2.61816], [-0.54730, 1.79974, 2.21935], [1.64558, 1.84055, 2.75757], [0.62496, 3.62529, 2.37526], [2.45278, 2.24884, 2.88196], [2.04000, -0.26159, 2.77504], [-1.36203, -0.27196, 0.50383], [-1.22382, -1.19345, 2.04578], [0.15389, -1.23043, 0.95790], [-1.38102, -1.02536, -2.88312], [0.13400, -1.28618, -3.45526], [-1.49125, -1.50578, -1.87424], [-1.62905, -0.01616, -2.81202], [-1.94126, -1.71863, -3.36723], [0.76338, -1.26485, -2.60455], [0.54500, -0.54884, -4.22038], [0.14866, -2.22187, -3.94828]], "forces_ev_per_angstrom": [[0.995, 0.152, -2.345], [2.981, -2.354, 0.944], [2.641, 2.384, 1.009], [-2.375, -1.382, -1.478], [0.259, -0.977, -1.288], [-7.712, -0.324, -1.195], [-0.668, 1.021, 0.252], [5.439, 2.322, 1.053], [-0.185, 0.272, -0.183], [1.267, -0.180, 1.760], [-1.515, -1.577, 1.020], [-1.142, 0.639, 0.443], [4.158, -1.612, 1.598], [-1.787, 2.153, -0.049], [0.756, 0.886, -0.337], [-0.827, 1.433, -0.279], [-2.513, -0.980, -2.342], [1.012, -0.144, 0.604], [-0.918, -0.571, 1.074], [0.135, -1.160, -0.260]]}